Entry 1:
The following is a quantum chemistry calculation of a structure of composition C24H43BCoFN6PS3, from OMol25.

Values from the calculation:
HOMO-LUMO gap (alpha / beta) ... 7.3825 / 7.3807 eV
Net charge ... +1
Highest occupied orbital energy (alpha / beta) ... -10.63 / -10.63 eV
Energy above the lowest of the compared OMol25 structures with the same formula, charge and spin ... 0.0 kcal/mol

Structure (XYZ):
```
80
Properties=species:S:1:pos:R:3:forces:R:3
Co 0.10588 0.42385 -0.35424 -0.1 -0.2 0.0
C 6.02318 1.19324 2.16647 0.0 0.0 0.0
C 4.54793 1.58334 2.07223 0.0 -0.1 0.0
C 4.35866 2.48114 0.85866 0.0 0.0 0.0
C 4.09388 2.33840 3.32200 0.0 0.0 0.0
N 3.74767 0.30886 2.01776 0.0 0.0 0.0
C 3.85944 -0.60062 3.05598 0.0 0.0 0.0
C 3.01888 -1.61604 2.79588 0.1 0.0 0.0
N 2.37976 -1.34568 1.60391 0.0 0.0 0.0
B 1.23803 -2.32841 1.19092 0.0 0.0 0.0
N -0.00209 -2.08923 2.07753 0.0 0.0 0.0
C -0.62738 -3.13255 2.72322 0.0 0.0 0.0
C -1.54828 -2.61160 3.55470 0.0 0.0 0.0
N -1.49944 -1.23486 3.41501 0.0 0.0 0.0
C -0.55414 -0.93837 2.49076 0.0 0.1 0.0
S -0.08872 0.62772 1.91160 0.0 -0.1 0.0
C -2.35466 -0.28219 4.19583 0.0 0.0 0.0
C -1.45564 0.68896 4.95805 0.0 0.0 0.0
C -3.29251 0.43558 3.23266 0.0 0.0 0.0
C -3.18617 -1.06836 5.20560 0.0 0.0 0.0
N 0.91746 -2.41462 -0.33491 0.0 0.0 0.0
C 1.81965 -3.06757 -1.13564 0.0 0.0 0.0
C 1.25720 -3.23482 -2.35066 0.0 0.0 0.0
N 0.00272 -2.67405 -2.30790 0.0 0.0 0.0
C -0.18142 -2.14665 -1.07478 -0.1 0.1 0.0
S -1.48904 -1.12105 -0.54953 0.0 -0.1 0.0
C -0.99919 -2.76262 -3.42828 0.0 0.0 0.0
C -2.25200 -3.45705 -2.89898 0.0 0.0 0.0
C -1.30403 -1.37092 -3.96988 0.0 0.0 0.0
C -0.40384 -3.60856 -4.55030 0.0 0.0 0.0
C 2.82745 -0.15977 1.14490 0.0 0.1 -0.1
S 2.33861 0.49989 -0.38328 0.0 0.1 0.1
H 6.62719 2.09916 2.20833 0.0 0.0 0.0
H 6.32543 0.61993 1.28959 0.0 0.0 0.0
H 6.24513 0.60768 3.05762 0.0 0.0 0.0
H 4.99785 3.35129 1.01345 0.0 0.0 0.0
H 3.33242 2.82376 0.75460 0.0 0.0 0.0
H 4.66018 1.99746 -0.06764 0.0 0.0 0.0
H 4.64521 3.27550 3.39554 0.0 0.0 0.0
H 4.27546 1.77170 4.23479 0.0 0.0 0.0
H 3.02836 2.56487 3.26172 0.0 0.0 0.0
H 4.53295 -0.45463 3.87836 0.0 0.0 0.0
H 2.82428 -2.51702 3.34944 0.0 0.0 0.0
H 1.64164 -3.42284 1.48634 0.0 0.0 0.0
H -0.34657 -4.15457 2.54592 0.0 0.0 0.0
H -2.21692 -3.10283 4.23276 0.0 0.0 0.0
H -0.87500 1.31937 4.28876 0.0 0.0 0.0
H -0.77139 0.14336 5.60955 0.0 0.0 0.0
H -2.07832 1.33240 5.57999 0.0 0.0 0.0
H -2.72592 0.99396 2.49492 0.0 0.0 0.0
H -3.92014 1.13036 3.79185 0.0 0.0 0.0
H -3.93793 -0.28084 2.72198 0.0 0.0 0.0
H -2.56254 -1.61039 5.91726 0.0 0.0 0.0
H -3.87373 -1.76264 4.72197 0.0 0.0 0.0
H -3.78446 -0.35383 5.76890 0.0 0.0 0.0
H 2.77724 -3.38604 -0.76506 0.0 0.0 0.0
H 1.64831 -3.72152 -3.22179 0.0 0.0 0.0
H -2.74002 -2.87246 -2.12159 0.0 0.0 0.0
H -2.00725 -4.44330 -2.50154 0.0 0.0 0.0
H -2.95886 -3.58492 -3.71886 0.0 0.0 0.0
H -1.80032 -0.76297 -3.22192 0.0 0.0 0.0
H -1.95875 -1.47551 -4.83597 0.0 0.0 0.0
H -0.38880 -0.86187 -4.26938 0.0 0.0 0.0
H -0.16567 -4.62154 -4.22352 0.0 0.0 0.0
H 0.48291 -3.14620 -4.98466 0.0 0.0 0.0
H -1.15228 -3.68329 -5.33749 0.0 0.0 0.0
C -2.39485 2.68475 0.42075 0.0 0.0 0.0
P -1.23798 2.05648 -0.81616 0.2 0.0 0.1
C -2.25290 1.84511 -2.28903 0.0 0.0 0.0
C -0.12870 3.43874 -1.16900 0.0 0.0 0.0
H -2.82229 3.62026 0.05514 0.0 0.0 0.0
H -1.89201 2.85690 1.36993 0.0 0.0 0.0
H -3.19968 1.96594 0.57071 0.0 0.0 0.0
H -2.77138 2.78206 -2.49936 0.0 0.0 0.0
H -2.98534 1.05604 -2.12492 0.0 0.0 0.0
H -1.60768 1.57534 -3.12063 0.0 0.0 0.0
H -0.69859 4.31111 -1.49333 0.0 0.0 0.0
H 0.56258 3.12672 -1.94969 0.0 0.0 0.0
H 0.43726 3.69099 -0.27206 0.0 0.0 0.0
F 0.31739 0.54068 -2.17462 0.0 0.0 -0.1
```
Forces are in eV/Å.

---

Entry 2:
The following is a quantum chemistry calculation of a structure of composition C24H43Cl2F3GdN3O4Si in a non-equilibrium geometry, from OMol25.

Values from the calculation:
2S+1 ... 8
HOMO-LUMO gap (alpha / beta) ... 2.9569 / 7.2869 eV
Highest occupied orbital energy (alpha / beta) ... -4.26 / -7.36 eV
Energy above the lowest of the compared OMol25 structures with the same formula, charge and spin ... 138.7 kcal/mol

Structure (XYZ):
```
81
Properties=species:S:1:pos:R:3:forces:R:3
C -1.88798 0.02061 -5.70008 0.5 0.0 -1.0
C -1.46746 -0.84705 -4.54147 0.9 -0.3 -0.5
H -1.84545 -0.58165 -6.62628 -0.3 0.2 0.4
H -1.21902 0.87915 -5.89668 -0.5 -0.5 0.2
H -2.90794 0.39789 -5.56119 0.2 0.0 -0.1
C -0.74631 -1.95628 -4.86274 -0.5 0.4 0.7
C -0.02300 -2.22787 -6.15866 0.4 -0.2 -0.6
H -0.63442 -2.78092 -4.16214 0.1 0.5 0.3
H 0.62441 -1.38164 -6.46447 -0.4 -0.3 0.2
H -0.64674 -2.47808 -7.03987 0.1 0.2 0.5
H 0.65730 -3.09107 -6.01098 -0.4 0.4 -0.1
Gd 2.04887 0.92345 1.22866 0.2 0.2 0.2
Cl 3.90852 2.47084 1.81741 1.1 0.8 0.4
C -0.23482 -1.57658 1.87037 1.2 0.6 -0.3
O 0.72601 -0.82287 1.58876 -1.1 -1.3 0.5
N -0.01809 -2.71706 2.50067 0.0 -0.1 0.1
C 1.32763 -3.26269 2.61344 0.0 -0.4 0.3
C -1.13737 -3.50792 2.96295 0.0 -0.5 0.0
H -1.25625 -1.34577 1.57394 -0.1 0.2 0.2
H 2.10519 -2.49430 2.53152 -0.5 -0.2 0.0
H 1.47834 -4.02098 1.82684 0.0 0.2 0.2
H 1.41740 -3.76458 3.58500 0.0 0.1 -0.2
H -2.05636 -2.92292 2.86796 0.2 -0.2 0.0
H -0.98578 -3.78379 4.01683 -0.1 0.1 -0.3
H -1.22675 -4.43538 2.37774 -0.1 0.2 0.1
H 1.39803 4.35644 5.13624 -0.2 -0.2 0.0
H -1.03669 4.44297 5.47301 0.1 -0.2 -0.4
C 1.36645 3.80446 4.19526 0.3 0.5 -0.4
C -1.00110 4.61468 4.38560 0.0 -0.1 0.1
N -0.01639 3.74399 3.71519 -0.1 0.5 0.7
H 1.80702 2.81570 4.35009 -0.2 0.1 -0.2
C -0.38384 3.05937 2.64010 1.0 -0.8 -1.1
O 0.39654 2.42032 1.86530 -1.9 1.6 2.4
H -1.98411 4.38946 3.96670 0.1 0.1 0.1
H -1.48185 3.11876 2.50168 0.5 -0.3 -0.5
H 1.97978 4.37534 3.48526 0.0 -0.4 0.1
H -0.79058 5.68910 4.23982 0.1 -0.5 -0.2
H 1.53082 0.17318 -3.32607 0.2 -0.3 0.3
H 2.45466 -2.88069 -3.91951 0.3 0.2 0.2
C 2.60938 -0.02804 -3.30030 -0.2 0.1 -0.3
C 3.34575 -2.43406 -3.44482 -0.4 0.1 0.4
N 2.96504 -1.27721 -2.61188 0.3 0.1 0.2
H 3.08706 0.84327 -2.85526 0.1 -0.2 0.2
C 3.07553 -1.30692 -1.27977 0.0 1.4 0.4
O 2.91862 -0.29700 -0.54130 1.0 -2.3 -1.3
H 3.84212 -3.17407 -2.79929 -0.2 0.2 -0.3
H 3.35881 -2.28682 -0.85602 -0.1 0.3 -0.1
H 2.93215 -0.12365 -4.33331 0.1 0.0 -0.1
H 4.03387 -2.11366 -4.23666 -0.1 0.0 0.3
O -1.41722 0.80698 -2.51571 0.7 -1.6 0.8
C -1.90966 -0.45129 -3.12194 0.9 1.0 1.5
C -0.22754 -1.91115 -1.92554 0.4 0.1 -0.3
C -1.53997 -1.51661 -2.09781 -1.2 0.1 -0.7
H 0.53324 -1.37356 -2.48327 -0.2 -0.2 0.2
C 0.07561 -3.03475 -1.18242 -0.2 0.1 0.2
H -2.97871 -0.26170 -3.09428 -0.4 -0.5 -0.2
C -2.56847 -2.18155 -1.44194 0.5 -0.1 -0.3
H 1.06391 -3.48330 -1.23024 0.0 0.2 0.2
C -0.94063 -3.65045 -0.45259 0.4 -0.7 -0.2
C -2.24348 -3.20954 -0.55789 -1.2 -0.4 0.0
H -3.59024 -1.95684 -1.75704 0.2 0.0 0.6
H -0.71922 -4.58668 0.06820 -0.1 0.4 0.1
H -3.06090 -3.74069 -0.03984 0.6 0.3 -0.2
Si -0.84434 2.47030 -2.32604 -0.6 0.5 -0.2
Cl 0.46345 0.97436 -0.67191 -1.1 0.6 -1.3
C 0.67545 3.74963 -2.24262 0.5 -0.4 0.0
C -1.94942 3.45896 -1.09363 -0.4 -0.6 -0.2
C -1.30347 2.44398 -4.12735 -0.2 1.5 -0.5
H 1.30978 3.55081 -1.37103 0.0 -0.1 -0.2
H 0.40143 4.81808 -2.11920 -0.6 -0.6 -0.1
H 1.31826 3.76770 -3.13299 0.0 -0.3 0.1
H -0.45772 1.91255 -4.57221 0.1 0.5 -0.2
H -1.58666 3.34325 -4.68192 0.3 0.0 -0.2
H -2.09090 1.70780 -4.10038 -0.4 0.8 -0.6
H -1.87856 3.05017 -0.07048 -0.2 0.0 -0.5
H -2.99613 3.39602 -1.44044 0.3 -0.1 0.4
H -1.68791 4.52978 -1.03682 0.2 -0.5 -0.3
F -4.11989 -0.75746 0.78597 -0.2 0.3 0.3
C -3.08434 0.05376 0.42567 0.7 -0.2 -1.1
F -3.60694 1.03910 -0.36408 -0.1 -0.4 0.7
F -2.61888 0.64010 1.55948 -0.3 0.4 0.5
```
Forces are in eV/Å.

---

Entry 3:
The following is a quantum chemistry calculation of a structure of composition C24H43Cl2N4O4SeSiV in a non-equilibrium geometry, from OMol25.

Values from the calculation:
2S+1 ... 3
HOMO-LUMO gap (alpha / beta) ... 2.7877 / 3.3931 eV
Highest occupied orbital energy (alpha / beta) ... -3.63 / -3.63 eV
Energy above the lowest of the compared OMol25 structures with the same formula, charge and spin ... 148.2 kcal/mol

Structure (XYZ):
```
80
Properties=species:S:1:pos:R:3:forces:R:3
C 2.30834 -1.82718 -5.33885 -0.2 0.0 0.1
C 1.13958 -1.14881 -4.67343 -0.2 2.2 -0.1
H 2.06778 -2.87596 -5.52930 0.1 0.0 0.0
H 3.19278 -1.76012 -4.71160 0.1 -0.2 0.1
H 2.54061 -1.35615 -6.29831 -0.1 0.0 0.1
C -0.03028 -0.91703 -5.38756 -0.6 0.2 0.1
C -0.33251 -1.44223 -6.73518 -0.3 -0.4 -0.4
H -0.77929 -0.22609 -5.01581 0.3 0.0 -0.1
H -0.56194 -2.51710 -6.72458 0.0 -0.2 -0.4
H 0.45589 -1.26721 -7.48352 0.0 -0.1 -0.1
H -1.23230 -0.93409 -7.11326 0.2 -0.2 0.0
V -0.48149 -0.35873 1.57239 -0.8 -1.4 -0.3
Cl 0.22695 -3.09120 0.31869 -0.1 0.1 0.1
C -0.67984 2.39347 1.84850 -0.7 -0.8 -0.3
O -1.28201 1.29587 2.19009 0.6 1.4 0.1
N -1.30155 3.34351 1.19491 0.2 -0.3 -0.3
C -2.67284 3.15961 0.71238 -0.2 0.1 0.1
C -0.59189 4.50505 0.65287 0.1 0.4 0.2
H 0.39014 2.51880 2.08901 -0.4 0.2 -0.1
H -3.15590 2.36228 1.27635 0.1 0.1 -0.1
H -2.67554 2.92117 -0.35971 0.2 0.0 0.2
H -3.20955 4.10147 0.86266 0.0 -0.2 0.0
H 0.47156 4.43901 0.90595 -0.2 0.0 -0.1
H -1.00319 5.42636 1.09075 0.1 -0.3 -0.1
H -0.71447 4.55643 -0.44004 0.1 -0.3 0.4
H 0.44716 1.87707 4.26608 0.0 0.0 0.0
H 2.59128 0.20531 5.11516 -0.3 -0.2 0.2
C -0.05905 1.24713 4.99916 0.3 0.0 -0.3
C 1.77503 -0.22226 5.72141 -0.1 -0.2 0.4
N 0.50701 -0.09935 5.01638 -0.5 -0.5 -0.1
H -1.12792 1.22098 4.81008 0.0 -0.1 -0.1
C -0.03845 -1.19398 4.45313 -0.3 0.5 -0.9
O -0.75024 -1.22347 3.41022 0.1 -0.1 2.2
H 1.95250 -1.28701 5.90856 0.2 0.3 0.0
H 0.17634 -2.13141 4.99980 0.2 0.2 -0.5
H 0.13675 1.68003 5.98555 -0.1 -0.1 -0.1
H 1.69670 0.32649 6.66840 0.2 -0.2 -0.1
H -1.12363 -2.94930 -2.16015 -0.2 0.2 0.1
H -3.00201 -1.29211 -3.70667 -0.1 0.1 0.3
C -2.13977 -3.03670 -1.75349 0.2 -0.2 -0.2
C -3.60731 -1.35396 -2.78860 0.1 0.2 -0.2
N -2.76739 -1.72178 -1.65229 -0.1 0.6 1.2
H -2.10137 -3.52493 -0.78097 -0.1 0.1 -0.1
C -2.62272 -0.93679 -0.57337 0.1 -0.9 -0.5
O -2.02469 -1.29773 0.48429 -0.5 0.5 -0.2
H -4.09189 -0.39029 -2.59716 0.1 -0.2 -0.1
H -3.09512 0.06250 -0.65665 0.2 -0.5 0.0
H -2.72448 -3.63231 -2.45754 0.0 0.0 0.2
H -4.36406 -2.13543 -2.94762 0.1 0.3 0.2
O 1.06623 -1.54462 -3.12033 -0.4 -0.6 1.1
C 1.45414 -0.24159 -3.46295 -0.1 -0.8 -1.3
C -0.83758 0.67726 -2.99226 -0.2 0.1 -0.2
C 0.54118 0.88430 -3.15923 0.3 0.4 -0.1
H -1.20748 -0.35056 -2.97376 0.4 0.4 -0.1
C -1.71726 1.74774 -2.85417 0.4 0.2 0.0
H 2.53090 -0.05899 -3.36288 -0.1 0.4 0.4
C 1.04058 2.19852 -3.11522 -0.1 -0.4 -0.1
H -2.79990 1.57756 -2.78141 0.4 0.1 0.0
C -1.21012 3.05487 -2.83473 0.1 0.1 0.2
C 0.17376 3.27296 -2.93932 -0.4 0.1 0.0
H 2.12424 2.34692 -3.22685 -0.5 0.0 0.1
H -1.89259 3.90505 -2.71052 0.3 -0.3 -0.2
H 0.55894 4.29760 -2.89772 -0.1 -0.4 -0.1
Si 1.91401 -4.14116 -0.33157 0.4 -0.6 1.6
Cl 0.11581 0.53938 -0.25671 0.6 0.9 -1.1
C 1.38672 -5.94265 -0.07204 0.1 0.0 -0.2
C 3.15487 -3.73265 1.04131 0.1 0.0 -0.3
C 2.44408 -3.62922 -2.00470 0.1 -0.5 0.3
H 0.35262 -6.13234 -0.38307 0.2 0.1 -0.1
H 1.46218 -6.24836 0.98309 0.0 0.3 -0.3
H 2.04070 -6.60741 -0.64940 -0.1 0.0 0.0
H 1.57359 -3.60968 -2.65722 0.3 0.2 -0.2
H 3.20262 -4.31370 -2.40137 -0.1 0.0 0.1
H 2.86557 -2.62926 -1.90329 -0.2 0.0 -0.3
H 3.32667 -2.65051 1.10692 0.1 -0.2 -0.1
H 4.10237 -4.23660 0.80576 0.0 0.2 0.1
H 2.83016 -4.06543 2.04036 -0.1 0.0 -0.4
Se 3.22996 1.61292 2.77322 0.3 0.3 -0.1
C 2.19940 0.27754 2.30503 -1.7 -1.9 -0.3
N 1.42413 -0.60292 2.05571 2.1 1.9 0.8
```
Forces are in eV/Å.